Computed, not measured: a 12-piece molecular cluster, C39H57Cl6F3O6 overall, with wB97M-V/def2-TZVPD.

```
111
Properties=species:S:1:pos:R:3
Cl 9.6565 -1.5184 -4.6537
H 0.5956 -4.0350 -2.2562
C -5.0527 4.9348 3.0858
H -7.0633 -8.3539 0.7815
H 4.0916 3.3871 5.5551
C 9.6102 6.1689 -1.2423
C -5.9190 -8.3911 -1.0698
H -12.5215 -0.5955 0.1038
C 9.2204 -1.8582 -2.9651
H 4.2527 -0.4897 -7.5305
H 1.2662 1.3985 -6.4924
C -4.2876 4.3060 4.0729
F -2.8892 4.4325 4.0560
H 3.8860 6.3858 8.0417
H -5.3374 -8.1047 1.0086
Cl 1.2511 10.2667 -1.3543
H -0.7168 0.5018 -0.7484
H 7.0415 5.2303 -0.1845
H 10.6247 6.4944 -1.0121
H 9.0932 7.1021 -1.0190
H -6.3292 -10.0971 -2.3718
C 1.2534 -2.2016 -1.2666
H -4.8874 -10.2654 -1.5175
F 5.9342 -11.7015 5.8082
H -12.4498 -0.2565 1.8475
H 2.4429 2.5790 -5.8504
H -10.0896 -0.8767 -1.1403
H 4.0075 0.1876 -5.9416
H 5.5358 -7.0382 3.5037
H -9.1529 -2.0848 -0.3809
O 3.5758 1.8375 -8.5614
C -6.4147 4.8297 2.9815
C 4.7499 4.7274 7.0462
C 0.3105 -3.0688 -1.8668
C -4.9282 3.4333 5.0015
H 1.6101 -0.3213 -0.2480
C 6.4995 -10.1432 4.0404
H -1.5473 -3.0760 -2.8269
F 2.5407 -2.6235 -1.1437
H 7.4840 3.5750 -0.4073
H 2.7550 5.3154 7.0973
C 4.9037 4.1065 5.6593
C -9.7428 -1.1959 -0.1575
Cl 1.7412 7.5482 -0.0660
H 7.1202 -10.9252 3.6287
H -3.5005 7.6840 -5.4922
O -5.3164 8.6460 -3.1261
C 4.8205 -9.5305 5.6164
H -6.2987 -6.8722 0.2090
H -9.0667 -0.4057 0.1690
C -6.3152 3.3479 4.9422
C 0.9416 -0.8654 -0.8988
C -1.3168 -1.2009 -1.8100
H 3.1026 9.5296 -0.0946
C 3.7388 5.7822 7.1461
C 5.5583 -7.9858 4.0215
C -5.2420 8.3319 -4.3098
C -5.8864 -9.8431 -1.4087
C 6.4137 -8.9246 3.4231
H -6.7940 9.7199 -5.0529
H -4.7079 6.4290 -5.3996
O -5.6190 -7.6006 -1.9623
C 0.5413 -10.6987 -0.5576
H 9.6112 5.8801 -2.2934
H 1.6381 2.8876 -7.4713
Cl 0.1469 -11.8571 0.7394
C -10.8548 -1.3859 0.8442
C 2.0070 2.1539 -6.7545
H 6.8946 -8.5740 2.5218
H -3.7667 6.8133 -4.0033
H 1.4073 -10.0741 -0.3384
Cl 0.9395 -11.5565 -2.0309
C 2.0322 9.3286 -0.0500
H 4.2455 -9.9244 6.4414
C -6.1647 -7.9485 0.3164
H 3.7610 6.4107 6.2557
H 8.4726 -2.6460 -3.0560
C 3.5493 0.0818 -6.9250
H -4.3052 3.0039 5.7722
H -6.3850 -10.4198 -0.6296
H 8.7925 -0.9428 -2.5563
C 7.6964 4.5820 -0.7666
O 5.5618 4.5043 7.9318
C -11.8760 -0.2733 0.9209
H 2.6622 -0.5103 -6.7000
H 5.0526 4.9359 4.9678
C -0.3597 -0.4265 -1.1691
H -5.2159 9.6833 -5.9188
C 3.0214 1.3283 -7.6110
C -0.9218 -2.4907 -2.1691
H -8.1384 3.9217 3.8473
Cl 10.5959 -2.2198 -1.8615
H -11.5292 0.7199 0.6357
H 7.3687 4.6058 -1.8059
C 4.7773 -8.1904 5.1307
H 1.5358 9.6782 0.8552
H -6.8512 2.8406 5.7307
H -0.3038 -10.0305 -0.7234
C 5.7614 -10.5324 5.1311
C -5.9614 9.0976 -5.3811
H -6.9863 5.2646 2.1750
O -10.9131 -2.4243 1.4944
H 5.7923 3.4767 5.6150
O 9.8553 4.3227 0.2901
H 4.0872 -7.4460 5.4995
C -4.2781 7.2677 -4.8519
H -6.4489 8.3913 -6.0531
H -2.2756 -0.8034 -2.1084
C -7.0596 3.9704 3.8542
H -4.5818 5.5069 2.3001
C 9.1341 4.9498 -0.5015
```

Calculated values
Strongest force on any atom ... 4.23 eV Å⁻¹
SMILES ... Fc1ccccc1.Fc1ccccc1.Fc1ccccc1.CC(C)=O.CC(C)=O.CC(C)=O.CC(C)=O.CC(C)=O.CC(C)=O.ClCCl.ClCCl.ClCCl
HOMO energy ... -9.2 eV
Electronic energy ... -136935.2301 eV
Kohn-Sham gap ... 9.31 eV